1.
Here is a molecular structure, C28H44MgN4 from OMol25. Energies are from ωB97M-V/def2-TZVPD.

Calculated values
- Charge: 0
- Calculated total energy: -41155.5403 eV
- Spin multiplicity: 1
- Gap between HOMO and LUMO: 7.729 eV

Geometry as XYZ:
```
77
Properties=species:S:1:pos:R:3:forces:R:3
Mg 0.393 -0.276 -0.073 -0.1 0.0 0.0
C 2.672 0.045 0.159 0.0 0.0 0.0
C 2.036 1.145 0.824 0.1 0.0 0.0
C 1.391 1.921 -0.205 0.0 0.0 0.0
C 1.608 1.228 -1.434 0.0 0.0 0.1
C 2.416 0.089 -1.218 0.0 0.0 -0.1
C 2.947 -0.844 -2.289 0.0 0.0 0.0
C 4.082 -0.131 -3.036 0.0 0.0 0.0
C 1.841 -1.207 -3.287 0.0 0.0 0.0
C 3.486 -2.133 -1.668 0.0 0.0 0.0
C 0.763 3.326 -0.206 0.1 0.0 0.0
C -0.561 3.459 0.562 0.0 0.0 0.0
C 0.447 3.767 -1.644 0.0 0.0 0.0
C 1.789 4.339 0.325 0.0 0.0 0.0
C 2.294 1.347 2.324 0.0 0.0 0.0
C 3.645 2.056 2.509 0.0 0.0 0.0
C 2.389 -0.020 3.024 0.0 0.0 0.0
C 1.207 2.115 3.079 0.0 0.0 0.0
H 3.253 -0.720 0.648 0.0 0.0 0.0
H 1.272 1.564 -2.402 0.0 0.0 0.0
H 3.720 0.784 -3.509 0.0 0.0 0.0
H 4.498 -0.778 -3.813 0.0 0.0 0.0
H 4.884 0.141 -2.347 0.0 0.0 0.0
H 1.423 -0.314 -3.757 0.0 0.0 0.0
H 1.033 -1.749 -2.790 0.0 0.0 0.0
H 2.241 -1.845 -4.079 0.0 0.0 0.0
H 4.318 -1.929 -0.991 0.0 0.0 0.0
H 3.851 -2.800 -2.452 0.0 0.0 0.0
H 2.705 -2.656 -1.112 0.0 0.0 0.0
H -1.372 3.004 -0.010 0.0 0.0 0.0
H -0.805 4.517 0.689 0.0 0.0 0.0
H -0.548 2.992 1.540 0.0 0.0 0.0
H -0.264 3.092 -2.125 0.0 0.0 0.0
H 1.345 3.821 -2.260 0.0 0.0 0.0
H -0.006 4.761 -1.618 0.0 0.0 0.0
H 2.010 4.198 1.379 0.0 0.0 0.0
H 1.411 5.357 0.198 0.0 0.0 0.0
H 2.727 4.249 -0.227 0.0 0.0 0.0
H 4.444 1.475 2.045 0.0 0.0 0.0
H 3.874 2.171 3.572 0.0 0.0 0.0
H 3.645 3.044 2.051 0.0 0.0 0.0
H 3.228 -0.616 2.668 0.0 0.0 0.0
H 1.473 -0.602 2.886 0.0 0.0 0.0
H 2.529 0.130 4.097 0.0 0.0 0.0
H 1.098 3.144 2.748 0.0 0.0 0.0
H 1.467 2.143 4.140 0.0 0.0 0.0
H 0.239 1.618 2.988 0.0 0.0 0.0
C -1.146 -5.003 -0.354 0.0 0.0 0.0
C -1.725 -4.007 -1.127 0.0 0.0 0.0
C -1.271 -2.697 -1.015 0.0 0.0 0.0
C -0.231 -2.308 -0.155 0.0 0.0 0.0
C 0.327 -3.353 0.597 0.1 0.1 0.0
C -0.114 -4.669 0.511 0.0 0.0 0.0
H -1.491 -6.027 -0.429 0.0 0.0 0.0
H -2.524 -4.254 -1.819 0.0 0.0 0.0
H -1.750 -1.954 -1.655 0.0 0.0 0.0
H 1.146 -3.141 1.281 0.0 0.0 0.0
H 0.349 -5.439 1.118 0.0 0.0 0.0
C -5.285 -1.993 1.634 0.0 0.0 0.0
C -5.656 -1.267 0.345 0.0 0.0 0.0
C -5.096 -1.993 -0.875 0.0 0.0 0.0
C -5.236 0.203 0.380 0.0 0.0 0.0
N -3.795 0.375 0.542 0.0 0.0 0.0
C -2.814 0.325 -0.356 0.0 0.0 0.0
N -1.672 0.434 0.278 0.0 0.0 0.0
N -1.978 0.555 1.590 0.0 -0.1 0.0
N -3.241 0.513 1.756 0.0 0.1 0.0
H -5.698 -3.002 1.630 0.0 0.0 0.0
H -5.663 -1.472 2.515 0.0 0.0 0.0
H -4.201 -2.084 1.734 0.0 0.0 0.0
H -6.747 -1.235 0.259 0.0 0.0 0.0
H -4.012 -2.110 -0.805 0.0 0.0 0.0
H -5.336 -1.472 -1.805 0.0 0.0 0.0
H -5.517 -2.997 -0.940 0.0 0.0 0.0
H -5.693 0.721 1.221 0.0 0.0 0.0
H -5.519 0.715 -0.540 0.0 0.0 0.0
H -2.955 0.210 -1.416 0.0 0.0 0.0
```
Positions in Å, forces in eV/Å.

2.
Here is 5 unconnected molecules or ions with the total composition C28H44N6O2S2 in a non-equilibrium geometry from OMol25. Energies are from ωB97M-V/def2-TZVPD.

Calculated values
- Charge: 0
- Calculated total energy: -64450.8118 eV
- SMILES: CCCNC(=O)OCCCSC(=S)N(CC)CC.c1cc[nH]c1.c1cc[nH]c1.c1cc[nH]c1.c1cc[nH]c1
- Spin multiplicity: 1
- Gap between HOMO and LUMO: 7.739 eV

Geometry as XYZ:
```
82
Properties=species:S:1:pos:R:3:forces:R:3
C -4.747 6.926 -0.564 -0.5 -0.4 0.3
C -5.550 6.117 0.594 0.8 -0.5 -0.6
C -4.933 4.623 0.795 -0.9 1.6 -0.4
N -3.800 4.679 1.773 1.1 -2.4 -0.4
C -3.398 3.346 2.221 -1.8 -2.8 -0.4
O -4.134 2.333 2.086 2.3 3.8 0.6
O -2.143 3.144 2.883 -1.3 1.2 -2.4
C -1.032 3.345 1.956 2.0 0.5 0.5
C -0.212 1.992 1.699 -0.7 -0.6 -0.2
C -0.950 1.021 0.620 0.0 1.2 1.3
S 0.064 -0.530 0.532 -0.1 0.0 -1.7
C 0.322 -1.080 -1.201 0.6 -1.0 -0.6
S 1.078 -2.578 -1.423 -1.1 2.2 0.8
N -0.034 -0.333 -2.423 -0.3 0.4 2.0
C -1.502 -0.151 -2.592 -1.1 -0.2 -1.0
C -2.390 -1.434 -2.231 -1.0 0.2 -0.6
C 0.730 0.935 -2.577 1.4 0.5 -0.6
C 2.307 0.774 -2.237 -0.2 0.6 -0.8
H -5.529 7.211 -1.348 1.4 0.0 1.0
H -3.954 6.276 -1.073 -1.1 0.8 0.7
H -4.208 7.824 -0.116 -0.9 -1.0 -0.8
H -6.633 5.955 0.278 1.4 0.4 0.4
H -5.507 6.741 1.545 -0.2 -1.1 -1.1
H -4.498 4.316 -0.215 -1.0 0.0 1.2
H -5.800 3.974 1.132 1.6 0.5 -0.3
H -3.018 5.136 1.263 -0.5 -0.2 1.1
H -1.351 3.874 0.998 0.3 -0.9 1.1
H -0.306 4.060 2.499 -1.1 -1.0 -0.9
H 0.850 2.161 1.316 -1.4 0.2 0.6
H -0.137 1.458 2.717 -0.1 0.8 -1.6
H -1.954 0.750 1.094 1.2 0.4 -1.1
H -1.033 1.602 -0.351 0.0 -1.1 1.2
H -1.670 0.057 -3.716 0.4 -0.2 1.7
H -1.945 0.750 -2.045 0.7 -1.0 -0.5
H -3.167 -1.538 -3.078 1.2 0.1 1.3
H -1.826 -2.421 -2.208 -0.6 1.5 0.1
H -3.024 -1.279 -1.281 1.3 -0.3 -1.3
H 0.313 1.807 -1.965 0.4 -1.1 -0.7
H 0.690 1.233 -3.689 -0.3 -0.5 1.7
H 2.667 -0.297 -2.389 -0.6 1.5 0.4
H 2.893 1.409 -2.998 -0.9 -0.9 1.2
H 2.554 1.186 -1.205 -0.3 -0.9 -1.2
C 6.819 0.944 -2.660 -0.2 0.1 0.1
C 7.471 0.019 -3.513 0.0 -0.2 -0.1
C 6.805 -1.177 -3.405 0.0 0.0 0.0
N 5.778 -1.010 -2.515 0.0 0.1 -0.1
C 5.776 0.282 -2.061 0.0 0.0 0.0
H 7.083 1.980 -2.503 0.0 -0.1 0.0
H 8.332 0.208 -4.137 -0.1 0.0 0.1
H 6.973 -2.130 -3.882 0.0 0.1 0.0
H 5.124 -1.725 -2.239 0.1 0.1 0.0
H 5.035 0.616 -1.350 0.1 0.0 0.0
C -5.453 -3.099 1.776 -0.2 -0.2 0.0
C -4.244 -3.043 1.040 0.2 -0.1 -0.2
C -4.078 -4.263 0.432 0.1 0.2 -0.1
N -5.142 -5.055 0.778 0.0 0.1 0.0
C -5.987 -4.350 1.594 -0.1 0.0 0.1
H -5.886 -2.310 2.373 0.0 -0.1 -0.1
H -3.570 -2.203 0.962 0.0 -0.1 0.0
H -3.297 -4.635 -0.215 0.0 0.2 0.0
H -5.282 -6.007 0.479 -0.2 0.2 0.0
H -6.892 -4.800 1.973 0.1 0.1 0.0
C -1.150 -8.630 1.347 -0.2 -0.2 -0.1
C -0.661 -7.452 1.964 0.0 0.2 0.1
C -1.591 -6.463 1.752 0.0 0.1 0.0
N -2.619 -7.000 1.026 0.0 -0.2 0.0
C -2.361 -8.322 0.778 0.0 -0.1 0.0
H -0.668 -9.597 1.322 -0.1 0.1 0.0
H 0.267 -7.340 2.505 -0.1 0.0 -0.1
H -1.608 -5.427 2.054 0.0 -0.1 0.0
H -3.439 -6.499 0.721 0.5 -0.2 0.3
H -3.059 -8.927 0.220 0.1 0.0 0.0
C 6.901 2.678 1.132 0.0 0.2 0.1
C 7.477 1.390 1.000 0.2 -0.3 0.1
C 8.400 1.249 2.007 0.0 0.0 0.0
N 8.406 2.407 2.739 -0.1 0.0 0.0
C 7.491 3.281 2.216 0.0 0.1 0.0
H 6.138 3.115 0.505 0.1 0.0 0.1
H 7.242 0.648 0.251 0.1 0.1 0.1
H 9.052 0.429 2.264 -0.1 0.1 -0.1
H 8.991 2.586 3.538 -0.1 0.0 -0.1
H 7.341 4.254 2.658 0.0 -0.1 -0.1
```
Positions in Å, forces in eV/Å.

Among the records above, which one has the highest gap between HOMO and LUMO? C28H44N6O2S2

Among the records above, which one has the lowest calculated total energy? C28H44N6O2S2